Entry 1:
118
Properties=species:S:1:pos:R:3:forces:R:3:mulliken_charge:R:1 method="wB97M-V/def2-TZVPD" total_charge=0 smiles=COC[C@H](C)N.COC[C@H](C)N.COC[C@H](C)N.COC[C@H](C)N.COC[C@H](C)N.CCO.CCO.CCO.O.O
O 11.5678 17.4120 -14.6802 0.0 0.4 0.4 -0.20
O 5.4642 11.4675 -21.7749 0.3 0.4 -0.9 -0.35
O 8.6670 14.6397 -16.7986 0.1 0.5 0.5 0.21
O 6.7524 13.2951 -13.0653 -0.1 -0.5 -0.2 -0.57
O 13.6366 12.9983 -19.6003 0.3 -0.7 0.3 -0.01
O 11.6130 19.3158 -21.0010 -0.5 0.5 0.2 -0.56
O 6.3299 18.2836 -17.6097 -0.5 -0.2 -0.1 -0.45
O 12.7659 8.8034 -17.4898 -0.6 0.0 -0.2 -0.42
O 6.8003 12.9103 -17.8925 -0.1 -0.1 -0.1 -0.56
O 6.0947 14.6652 -15.6551 0.3 0.0 -0.2 -0.76
N 9.5150 19.3581 -14.9251 -0.3 -0.7 -0.5 -0.42
N 7.9485 12.4646 -22.9043 0.0 -0.2 0.0 -0.73
N 15.6056 11.6711 -18.1564 0.2 -0.3 -0.1 -0.55
N 6.0756 20.7390 -19.1226 0.3 -0.1 -0.3 -0.76
N 11.1089 11.4401 -15.6127 -0.3 0.3 0.5 -0.44
C 6.9306 21.9514 -17.1542 0.2 -0.4 0.5 -1.41
C 12.7096 12.5669 -20.5903 0.2 0.7 0.8 -0.55
C 4.2433 11.4303 -21.1211 -1.1 0.2 0.9 -0.76
C 10.1616 10.3733 -17.5950 -0.3 -0.3 -0.1 -0.89
C 15.9544 12.9001 -18.8682 -0.7 0.1 0.5 0.80
C 6.3658 19.5657 -16.9996 1.7 -0.1 0.2 -0.65
C 12.6186 10.1643 -17.1026 0.4 -0.9 0.4 0.30
C 14.9821 13.0461 -20.0289 0.1 0.3 -0.5 -1.13
C 8.9764 12.1379 -20.7310 0.1 0.9 0.3 -0.49
C 17.3646 12.8648 -19.3709 0.9 -0.3 -1.0 -1.59
C 7.8644 11.6684 -21.6720 0.2 0.8 0.8 0.24
C 11.1019 20.8728 -16.0442 -0.2 -0.8 -0.9 -1.60
C 11.3375 16.9502 -13.3532 0.4 0.5 -0.4 -0.79
C 11.8911 18.8093 -14.8020 0.1 -0.8 -0.4 -1.03
C 6.7208 12.0749 -13.8507 0.3 0.6 0.7 -0.86
C 10.7618 17.2195 -20.3173 0.1 0.2 -0.5 -0.83
C 6.9280 20.6278 -17.9387 -1.0 1.1 0.1 1.25
C 6.5363 11.8782 -20.9727 0.1 -1.5 1.6 -0.41
C 10.4346 18.7177 -20.4430 1.3 -1.0 0.1 0.01
C 7.6218 17.7524 -17.7398 1.1 0.5 -0.1 0.01
C 10.7819 19.4333 -15.6578 0.4 0.5 1.8 1.36
C 11.2252 10.2999 -16.5035 0.0 0.1 -0.5 0.35
C 10.7158 14.0608 -17.8877 0.3 1.1 -0.6 -0.05
C 13.6108 8.5777 -18.5796 1.0 0.6 -0.4 -0.65
C 8.0420 11.8794 -14.5577 -0.3 0.3 -0.8 0.10
C 10.0349 15.0418 -16.9293 -0.4 -1.5 -0.5 0.47
H 11.5094 16.9572 -21.0704 -0.5 0.1 -0.5 0.45
H 7.0862 12.3994 -23.4401 0.1 -0.4 0.0 0.34
H 15.9955 11.6241 -17.2235 0.1 0.1 -0.1 0.25
H 12.6264 13.3668 -21.3332 -0.3 -0.3 -0.2 0.52
H 9.4124 19.9652 -14.1218 0.4 0.2 0.0 0.28
H 7.9515 10.9921 -15.1902 0.5 -0.3 0.4 0.12
H 10.7227 13.0267 -17.5479 0.1 0.4 0.3 -0.60
H 10.5189 14.9550 -15.9561 -0.1 0.2 0.2 -0.03
H 11.9162 12.0320 -15.4887 0.2 -0.2 -0.2 0.29
H 7.9785 20.4200 -18.1715 0.0 -0.3 -0.1 -0.38
H 8.3917 14.0293 -17.4998 0.0 0.0 0.1 0.05
H 6.2925 13.1120 -17.0868 0.2 0.3 0.0 0.19
H 4.1810 10.6768 -20.3212 0.4 0.0 -0.1 0.29
H 13.3803 10.3315 -16.3254 -0.1 0.4 0.0 0.52
H 11.7316 14.4063 -18.0955 0.2 -0.3 0.1 0.57
H 5.8679 12.1815 -14.5197 0.1 -0.1 -0.1 0.31
H 15.8700 13.7713 -18.2039 -0.2 0.1 -0.1 0.18
H 6.5417 11.2132 -20.0858 0.1 0.2 0.0 0.44
H 15.1414 14.0019 -20.5453 0.2 0.0 0.0 0.37
H 3.9875 12.3927 -20.6509 0.2 0.0 -0.1 0.30
H 10.2242 19.1135 -19.4462 -0.2 0.3 -0.1 -0.10
H 6.3666 13.4290 -18.5794 -0.1 -0.1 0.1 0.30
H 10.0738 16.0825 -17.2521 0.2 0.0 -0.2 -0.51
H 3.4265 11.2031 -21.8063 0.3 0.0 -0.3 0.29
H 15.2011 12.2507 -20.7538 -0.2 -0.1 0.1 0.43
H 8.2966 12.6784 -15.2643 -0.5 0.2 0.2 -0.26
H 12.8264 10.8199 -17.9544 -0.4 0.2 0.0 -0.77
H 18.1050 12.8523 -18.5711 -0.1 0.1 0.1 0.36
H 5.9934 22.0685 -16.6062 0.0 0.0 -0.1 0.33
H 9.4974 18.3962 -14.5958 -0.5 0.1 0.1 0.12
H 9.8256 16.6923 -20.4947 0.2 -0.5 0.2 0.22
H 13.2661 8.9950 -19.5394 -0.5 -0.2 0.2 0.22
H 8.1320 17.7643 -16.7691 -0.1 -0.3 0.0 0.03
H 10.2411 9.5628 -18.3229 0.3 0.0 0.1 0.56
H 6.5311 11.2399 -13.1699 -0.1 -0.1 -0.2 0.41
H 9.5942 18.8444 -21.1265 -0.1 0.1 0.1 0.34
H 10.6600 18.7355 -16.4899 0.1 0.4 -0.4 -0.37
H 14.5863 9.0756 -18.4581 0.0 -0.3 0.3 0.26
H 10.8158 17.6988 -12.7469 -0.3 -0.1 -0.1 0.43
H 13.7638 7.5061 -18.6760 -0.1 0.0 0.0 0.33
H 12.8698 18.8699 -15.2884 0.0 0.1 -0.1 0.33
H 11.4307 20.2594 -21.0790 0.2 0.0 -0.1 0.30
H 12.0885 20.9108 -16.5100 -0.1 0.1 -0.1 0.40
H 7.6768 16.7650 -18.1937 -0.7 -0.2 0.3 0.23
H 7.0955 22.8673 -17.7189 0.1 -0.2 -0.4 0.36
H 10.3348 21.1319 -16.7778 0.2 0.5 0.0 0.32
H 7.3336 13.0981 -12.3243 0.0 0.3 0.0 0.31
H 8.0297 10.5893 -21.7158 -0.2 0.0 -1.1 0.32
H 10.2271 14.0618 -18.8681 -0.2 0.1 0.1 0.11
H 8.2615 18.3671 -18.3917 -0.2 0.1 0.0 -0.11
H 6.4457 12.8803 -20.5256 -0.2 0.3 -0.7 0.06
H 11.9781 19.2604 -13.8103 -0.1 0.2 0.0 0.41
H 7.9244 13.4286 -22.5730 0.3 0.0 -0.2 0.26
H 12.9709 11.6121 -21.0554 0.2 0.1 0.0 0.46
H 8.8738 11.8856 -13.8546 0.0 -0.7 0.0 0.49
H 7.7364 21.8604 -16.4172 -0.1 0.2 0.1 0.31
H 7.0935 19.5632 -16.1735 -0.1 -0.3 0.1 0.25
H 8.9884 13.2358 -20.6890 -0.1 0.0 0.0 0.03
H 9.9872 11.8731 -21.0310 -0.1 -0.3 -0.3 0.14
H 6.5871 21.2069 -19.8648 -0.2 0.1 0.0 0.26
H 6.9091 15.0930 -15.9895 -0.3 -0.3 0.1 0.24
H 10.7432 16.0487 -13.4822 0.1 -0.1 0.4 0.17
H 11.7927 12.4553 -20.0137 -0.2 0.0 -0.4 -0.37
H 12.2849 16.7779 -12.8307 0.0 -0.4 -0.1 0.26
H 10.3217 12.0233 -15.8519 0.0 0.0 0.1 -0.35
H 11.0956 21.5936 -15.2295 -0.2 -0.2 0.2 0.38
H 11.0524 9.3790 -15.9374 0.1 0.0 0.0 0.51
H 8.8444 11.8223 -19.6948 -0.2 -0.3 -0.1 0.05
H 14.6032 11.6050 -18.0588 -0.1 0.2 0.0 0.14
H 17.5632 11.9872 -19.9973 -0.3 -0.2 0.3 0.35
H 5.8538 19.8148 -19.4822 0.0 0.0 0.1 0.27
H 6.4083 14.1730 -14.8838 -0.1 0.4 0.2 0.40
H 11.2915 16.8824 -19.4250 -0.6 0.4 0.5 0.18
H 10.2055 11.3231 -18.1317 0.1 -0.2 0.0 -0.24
H 9.1595 10.2718 -17.1722 0.0 0.2 0.1 0.29
H 17.6005 13.6875 -20.0530 -0.1 0.3 0.4 0.38
H 5.4138 19.8111 -16.5390 -0.4 0.0 -0.6 0.39



Entry 2:
54
Properties=species:S:1:pos:R:3:forces:R:3:mulliken_charge:R:1 method="wB97M-V/def2-TZVPD" total_charge=0 smiles="Cc1ccc(C(=O)NNC(=O)C2CCN(S(=O)(=O)c3ccc(C)cc3)CC2)cc1"
S 4.8812 0.5973 0.1029 0.1 0.3 0.0 1.33
O -0.3366 -0.5287 -0.1709 0.0 -0.3 0.0 -0.78
O -3.8797 2.5507 0.0250 -0.1 0.2 0.1 -0.72
O 5.6688 0.6812 -1.0922 -0.3 -0.2 -0.1 -0.74
O 5.5199 0.7583 1.3765 -0.3 -0.2 0.1 -0.74
N -2.7601 0.6426 -0.2945 0.6 -0.3 0.0 -0.23
N 3.7348 1.8006 -0.0038 0.9 -0.6 0.1 0.15
N -1.5560 1.3434 -0.2920 -0.8 0.5 0.0 -0.37
C 2.9304 2.0791 1.1573 -0.3 -0.1 0.6 -1.14
C -6.4502 -1.4371 -0.5097 -0.1 0.0 0.0 -0.81
C 0.8440 1.5842 -0.1622 0.0 -0.5 0.0 0.38
C -7.4515 0.3938 0.6573 0.0 -0.1 0.0 -0.57
C 1.6001 1.3233 1.1471 0.0 0.2 -0.1 -0.31
C -8.8558 -1.6309 0.1842 0.0 0.0 -0.1 -1.41
C 2.9620 -2.7389 -1.1111 0.0 0.1 0.1 -0.41
C -6.2649 1.0930 0.5768 0.2 0.0 -0.1 -0.64
C 3.0691 1.9952 -1.2657 -0.2 -0.2 -0.6 -1.14
C -3.9112 1.3354 -0.0866 0.5 0.0 -0.1 0.40
C 2.4894 -3.2842 0.0784 0.1 0.0 0.0 0.87
C -7.5610 -0.8836 0.1180 0.1 0.0 0.0 0.93
C 3.5743 -1.5069 1.2939 0.1 0.0 0.1 -0.80
C 1.6193 -4.5011 0.0630 -0.1 0.0 0.0 -1.53
C 3.7192 -1.5810 -1.1047 0.1 -0.1 -0.1 -0.80
C 1.7433 1.2367 -1.3552 0.0 0.2 0.1 -0.29
C 4.0053 -0.9660 0.0985 0.4 0.6 0.0 0.24
C -5.2556 -0.7475 -0.5882 0.1 0.2 0.1 -0.56
C -5.1490 0.5268 -0.0363 -0.4 -0.1 0.0 0.68
C -0.3821 0.6887 -0.1990 -0.1 0.4 -0.1 0.01
C 2.8175 -2.6651 1.2803 0.0 0.1 -0.1 -0.42
H -4.4206 -1.1976 -1.1042 0.1 0.0 -0.1 0.41
H -2.6347 -0.3576 -0.2153 -0.1 0.1 0.1 0.42
H -6.5242 -2.4232 -0.9455 0.0 -0.1 0.0 0.35
H -9.3829 -1.4112 1.1097 -0.1 0.0 0.0 0.37
H 2.4703 -3.0897 2.2108 0.0 0.0 0.1 0.40
H 1.7333 -5.0753 0.9790 0.0 -0.1 0.0 0.39
H -8.3068 0.8422 1.1413 -0.1 0.0 0.1 0.38
H 2.7399 3.1590 1.1870 0.1 0.0 0.0 0.37
H -8.6919 -2.7034 0.1140 0.0 -0.1 0.0 0.36
H 2.8876 3.0696 -1.3913 0.1 0.0 0.0 0.37
H -1.7064 2.3443 -0.2230 0.2 -0.2 0.0 0.40
H 0.9955 1.6432 1.9981 0.0 0.0 0.1 0.55
H 1.7742 0.2497 1.2336 -0.1 0.1 0.0 -0.08
H 0.5477 2.6362 -0.2160 0.0 0.0 0.0 0.56
H 4.1020 -1.1483 -2.0159 0.0 0.0 -0.2 0.50
H -9.4974 -1.3316 -0.6452 -0.1 0.0 0.0 0.28
H 2.7277 -3.2212 -2.0486 0.0 -0.1 -0.1 0.40
H 0.5765 -4.1933 -0.0169 -0.1 -0.1 0.0 0.26
H 3.5316 1.8084 2.0254 -0.2 0.2 0.1 0.49
H -6.1764 2.0874 0.9873 0.0 0.1 0.0 0.41
H 1.9211 0.1604 -1.3475 -0.1 0.1 0.0 -0.08
H 3.8466 -1.0178 2.2163 0.0 0.0 0.2 0.50
H 1.2401 1.4952 -2.2888 0.0 0.0 -0.1 0.56
H 1.8506 -5.1365 -0.7882 0.0 -0.1 0.0 0.39
H 3.7645 1.6678 -2.0387 -0.2 0.2 -0.1 0.48



no.,LUMO energy (eV)
1,0.4346
2,0.4872